The following is a quantum chemistry calculation of a structure of composition C19H13BrN3O2PdSSbSe4, from OMol25.

```
45
Properties=species:S:1:pos:R:3:forces:R:3:lowdin_charge:R:1
Pd -1.447818 -0.638833 -1.657651 2.40 2.12 -0.13 0.2391
N 2.407782 1.055167 -1.221351 -0.96 0.85 0.21 0.1143
C 3.479182 0.199967 -1.359751 0.89 -0.82 -0.16 -0.2519
C 4.782982 0.682967 -1.394051 -0.35 0.09 -0.04 -0.0428
C 5.855282 -0.191133 -1.475751 0.23 -0.23 -0.02 -0.1189
C 5.649382 -1.559033 -1.543751 0.20 0.12 0.03 -0.1155
C 4.355382 -2.055433 -1.536851 -0.07 0.14 -0.05 -0.1125
C 3.282882 -1.190533 -1.437851 -0.32 0.65 0.05 -0.4435
S 1.654182 -1.830133 -1.316351 0.06 -0.33 0.09 0.9032
N 0.701382 -0.509533 -1.737551 0.56 2.56 0.95 -0.3467
C 1.077682 0.737667 -1.526851 1.52 -3.56 -0.61 -0.3197
C 0.135982 1.789167 -1.638151 -2.60 2.41 -0.21 -0.1668
C 0.496382 3.162567 -1.724851 0.54 -1.54 0.10 -0.0287
C -0.452318 4.138067 -1.623951 -1.17 0.31 0.08 -0.0844
C -1.797418 3.769367 -1.453351 1.11 0.18 -0.20 -0.0457
C -2.106018 2.424467 -1.493751 -0.71 0.17 0.14 -0.1460
N -1.207618 1.462167 -1.616351 1.91 -0.18 0.00 0.0047
H 2.615582 2.032367 -1.088851 0.03 -0.23 0.04 0.1167
H 4.956682 1.751367 -1.346351 0.00 0.07 0.01 0.1030
H 6.860982 0.202767 -1.492451 0.09 0.05 0.01 0.0897
H 6.486982 -2.240233 -1.601851 0.06 0.00 -0.01 0.0922
H 4.167682 -3.119733 -1.590051 -0.02 -0.04 -0.03 0.1053
H 1.531682 3.425767 -1.901851 0.00 0.09 0.09 0.0978
H -0.170718 5.181667 -1.680851 0.01 0.02 0.00 0.0979
H -2.571518 4.510867 -1.340451 -0.10 0.02 0.03 0.0979
H -3.145118 2.104867 -1.413551 0.21 -0.24 -0.11 0.0702
Se -4.805718 -3.766733 0.123649 -0.04 -0.07 0.12 -0.2658
Sb -3.698818 -2.958233 -1.855251 -0.50 -0.07 -0.30 -0.2607
Se -3.553818 -0.450733 -2.447951 -2.40 -0.79 -1.07 0.0452
Se -1.156918 -2.901233 -1.689651 -1.01 -1.96 -0.42 0.0379
Se -4.500518 -4.075533 -3.846251 0.04 -0.13 -0.20 -0.3718
Br -5.003318 -0.690233 2.542749 -0.16 -0.08 0.30 0.7674
C -3.310318 -0.852633 3.371549 0.03 0.21 0.04 -0.5849
C -3.280018 -0.973433 4.756349 -0.15 0.00 -0.08 -0.1563
C -2.074818 -0.946033 5.430849 0.06 0.00 0.14 -0.1232
C -0.890218 -0.792633 4.727849 0.11 -0.07 0.05 -0.1084
C -0.925718 -0.718533 3.349849 0.11 0.04 0.23 -0.0333
C -2.126118 -0.751333 2.653149 -0.07 -0.06 -0.09 -0.1453
C -2.050118 -0.679433 1.144249 -0.55 0.09 -0.85 -0.6846
O -3.065318 -0.895433 0.472549 0.12 0.02 1.05 -0.2612
O -0.924318 -0.387533 0.662249 1.03 0.26 0.69 -0.1241
H -4.211018 -1.075633 5.292749 -0.09 0.02 0.06 0.0806
H -2.059718 -1.032433 6.508649 -0.04 -0.01 0.11 0.0858
H 0.058182 -0.737433 5.247749 0.02 -0.05 0.06 0.0866
H -0.020918 -0.611433 2.769349 -0.01 -0.02 -0.10 0.1074
```
Positions in Å, forces in eV/Å.

Computed properties:
relative energy (zero: lowest compared OMol25 entry of this formula, charge and spin) = 160.7 kJ/mol
gap between HOMO and LUMO (alpha / beta) = 0.147 / 0.147 Eh
maximum force = 3.92 eV/Å
charge = -2

---

The following is a quantum chemistry calculation of a cluster of 2 separate species, C5H8N in total, from OMol25.

```
14
Properties=species:S:1:pos:R:3:forces:R:3:lowdin_charge:R:1
C -2.457644 0.579831 0.526188 2.36 -4.70 -3.25 0.1973
C -2.297320 -0.122990 -0.652115 0.82 0.90 2.79 0.1633
C 1.738815 -1.243973 -0.045521 1.24 0.92 -1.26 -0.0413
C -1.771148 -0.642121 0.510779 -2.29 2.66 -1.08 0.1450
C 1.560470 1.033262 -0.171265 -2.63 0.29 3.63 -0.1038
N 0.949840 -0.290302 0.169878 1.21 1.57 0.16 -0.0940
H -2.815779 1.376742 1.015960 -1.24 2.76 1.75 0.0992
H -2.383938 -0.175518 -1.697389 -0.33 -0.16 -1.10 0.1287
H 2.685066 -1.094979 -0.693709 -1.25 -0.60 1.40 0.1246
H 1.457697 -2.126516 0.436707 0.02 -2.01 -0.02 0.0532
H -1.611539 -1.476629 1.101954 1.13 -1.38 0.85 0.1153
H 1.720461 1.603624 0.830246 -0.21 -1.07 -1.60 0.1242
H 0.768177 1.541717 -0.644095 -0.52 1.17 -1.01 0.0422
H 2.456846 1.037853 -0.687612 1.69 -0.36 -1.26 0.0461
```
Positions in Å, forces in eV/Å.

Computed properties:
relative energy (zero: lowest compared OMol25 entry of this formula, charge and spin) = 495.5 kJ/mol
gap between HOMO and LUMO = 0.332 Eh
maximum force = 6.18 eV/Å
charge = +1

---

The following is a quantum chemistry calculation of an isolated molecule of C6H10O, from OMol25.

```
17
Properties=species:S:1:pos:R:3:forces:R:3:lowdin_charge:R:1
C 1.663838 -0.587834 -1.181616 0.16 0.09 0.00 -0.1067
C 0.639547 -1.599433 -0.743196 -0.07 -0.17 0.07 -0.1112
C 0.225085 -0.185808 -1.027197 -0.13 0.08 0.08 -0.2586
C -0.231390 0.722310 0.095611 -0.32 0.06 0.05 -0.3197
C -1.641333 0.419987 0.651708 -0.29 -0.20 -0.08 -0.0386
C 0.182082 1.156995 2.349702 1.23 0.51 -0.16 0.0481
O 0.605801 0.543045 1.273993 0.02 0.08 0.52 -0.1721
H 2.369001 -0.238941 -0.433484 -0.13 -0.05 -0.09 0.1032
H 2.070369 -0.669750 -2.186580 -0.12 0.05 0.19 0.1006
H 0.346783 -2.376507 -1.443725 0.04 0.16 0.12 0.1008
H 0.663784 -1.907942 0.298297 0.02 0.05 -0.16 0.1076
H -0.329950 -0.011439 -1.949243 0.08 -0.04 0.21 0.1447
H -0.123885 1.769569 -0.221105 -0.10 -0.16 0.16 0.1493
H -2.384128 1.170517 0.372893 0.02 -0.23 -0.10 0.0873
H -1.972397 -0.581875 0.383654 -0.10 0.03 -0.37 0.0875
H -0.503247 1.992714 2.008095 0.14 -0.34 0.15 0.0202
H -1.579960 0.384391 1.752195 -0.44 0.10 -0.58 0.0575
```
Positions in Å, forces in eV/Å.

Computed properties:
relative energy (zero: lowest compared OMol25 entry of this formula, charge and spin) = 396.0 kJ/mol
gap between HOMO and LUMO = 0.335 Eh
maximum force = 1.34 eV/Å

---

Which value of relative energy (zero: lowest compared OMol25 entry of this formula, charge and spin) does entry 1 give? 160.7 kJ/mol

---

What is the maximum force in the third record? 1.34 eV/Å

---

The lowest maximum force belongs to which entry? C6H10O